No. 1
88
Properties=species:S:1:pos:R:3 method="wB97M-V/def2-TZVPD" homo_ev=-8.9 smiles="CN(C)C=O.CN(C)C=O.CN(C)C=O.CN(C)C=O.BrCCBr.BrCCBr.BrCCBr.BrCCBr.BrCCBr" total_energy_ha=-27127.1480 gap_ev=8.8659 de_lowest_ev=3.015
Br 1.0937 3.8315 -3.4218
Br 4.6546 3.3316 -0.4425
Br -2.1722 -2.3060 -0.7858
Br 7.2655 1.0184 -0.1624
Br -2.5263 5.1361 3.3540
Br -5.4825 -3.4848 0.2369
Br 4.4493 0.7399 2.7155
Br -0.5761 5.0037 -0.5650
Br 3.5526 -2.0659 1.1607
Br -6.1943 4.7892 3.2847
O -2.8912 2.6077 -2.9309
O -1.6852 1.0987 2.0169
O 2.7219 -1.7829 -3.3439
O -3.8101 -0.6232 5.8799
N -3.5690 -1.9354 4.0694
N 0.1011 1.1622 0.6005
N 3.2337 -3.6513 -2.1900
N -1.2769 1.1195 -3.6245
C -3.6751 3.6043 3.6920
C -4.8777 -2.4945 4.1315
C -2.9593 -4.0623 -0.9881
C -0.5028 -0.0508 -3.2750
C 0.3130 6.1060 -1.8471
C 4.5602 1.4938 -1.0708
C 4.4568 -0.9575 3.7143
C -0.9397 1.7132 1.2689
C -4.4205 -3.9712 -1.3072
C 5.8794 0.9793 -1.5335
C -1.9280 1.8695 -2.6960
C -1.3861 1.4392 -4.9647
C -4.8458 4.0175 4.4655
C 0.9274 1.9120 -0.3234
C 4.6539 -2.1155 2.7738
C -2.7567 -2.3267 2.9254
C 0.3125 -0.2490 0.6133
C 0.2873 5.5983 -3.2548
C -3.1682 -1.0103 4.9648
C 2.7026 -4.6832 -1.3199
C 2.4347 -2.6112 -2.5564
C 4.4814 -3.9018 -2.8264
H 1.3260 6.2666 -1.4469
H -0.5412 1.0355 -5.5098
H -4.6635 4.6825 5.2912
H -5.3083 -2.4639 5.1285
H 5.3981 -0.8483 4.2483
H 0.7943 6.2374 -3.9567
H 2.7436 -5.7160 -1.6895
H 1.0882 -0.6286 1.2775
H -0.7604 5.4305 -3.4966
H 3.8781 1.5543 -1.9286
H 4.6532 -3.2410 -3.6822
H -4.8701 -3.5312 3.8103
H -3.1122 2.8690 4.2540
H 5.7919 -0.0760 -1.7891
H 0.4089 -0.6355 -0.4063
H 1.6347 -4.5995 -1.1135
H -2.4364 -4.5639 -1.7999
H -0.5660 -0.8110 0.9398
H 5.6729 -2.0678 2.3978
H -1.4658 2.5099 -5.1388
H 1.4775 -2.6048 -2.0254
H -1.1433 2.7570 0.9941
H -2.1515 -0.6630 4.6983
H 0.6564 2.9676 -0.2137
H -1.5567 1.7187 -1.6667
H -5.5158 -1.8478 3.5187
H -5.3126 3.1075 4.8266
H -0.7869 -0.4413 -2.2915
H -2.5022 -3.3713 3.1106
H -4.6096 -3.2802 -2.1165
H 3.1905 -4.6520 -0.3396
H -4.7744 -4.9658 -1.5643
H 0.7810 1.6388 -1.3626
H 5.3158 -3.5633 -2.1831
H 6.2489 1.4876 -2.4131
H -0.6459 -0.8142 -4.0336
H -2.7905 -4.6653 -0.1004
H 3.6190 -0.8668 4.3816
H -1.8168 -1.7716 2.8836
H 4.6219 -4.9307 -3.1322
H -3.2709 -2.0494 2.0091
H -2.3260 1.0328 -5.3604
H -3.9360 3.1731 2.7403
H 1.9662 1.8666 0.0050
H 0.0259 7.1648 -1.7859
H 4.5682 -3.1232 3.1684
H 0.5739 0.1542 -3.1719
H 3.9896 0.8514 -0.4026

=====

No. 2
117
Properties=species:S:1:pos:R:3 method="wB97M-V/def2-TZVPD" homo_ev="-5.0 / -7.1" total_energy_ha=-8767.2872 spin_multiplicity=6 gap_ev="4.7880 / 6.4177" s2=8.79 de_lowest_ev=1.036
Ru -1.5299 0.4975 1.2465
Se -1.2894 -0.8702 -0.6941
Se 3.4025 -4.3063 2.5208
P 3.6734 -2.2065 1.9335
P 0.3330 -2.2822 0.0615
F -6.3638 -0.7997 1.8889
F -4.2761 -1.5195 1.4344
F -4.6692 -0.0323 3.0437
F -3.8527 4.6151 -7.3161
F -6.5553 1.8738 2.0437
F -5.3951 3.2122 0.7906
F -4.5326 2.4713 2.6302
O -3.4101 0.9310 0.6532
N 1.1375 0.4947 2.6971
N -1.2242 2.4562 0.4607
N 2.1380 -0.2213 2.9860
N -0.0248 1.6338 -2.9279
N -1.7962 1.6975 2.8895
N 0.4411 -0.1103 1.7104
C -1.1056 2.7014 -0.8686
C -1.6746 -3.9146 3.1838
C -2.0891 2.2311 5.1772
C -2.8832 -4.2157 2.5805
C 2.2405 -1.2637 2.1239
C -1.9740 3.0331 2.6151
C -5.5394 0.6794 -0.4023
C 1.3304 -4.7787 -0.8922
C 5.6531 -1.4182 -2.0784
C 5.0963 -0.9115 5.4522
C -3.0242 -4.2233 1.1685
C 1.0909 0.4785 -4.8273
C 2.4997 2.4234 -2.0170
C -4.7806 0.8064 0.8640
C 4.3884 -1.8681 0.3184
C 1.3187 2.6860 -1.2946
C -3.7919 2.4690 -6.2499
C -2.2903 4.8069 -0.6799
C 0.0713 2.2375 -1.6691
C 1.1398 -1.1506 1.1974
C 6.3568 -0.3522 5.1180
C 4.4027 -1.5850 4.4518
C -1.3130 1.3011 -3.5171
C -2.2976 4.6558 0.7293
C -3.1736 3.7025 -6.5311
C 2.0250 -3.8054 -3.4285
C 1.4605 -2.9670 -2.4317
C 1.1074 -3.4045 -1.1795
C -3.0456 1.6199 -5.3941
C 1.8704 -5.6093 -1.8280
C 5.3671 -2.7117 -1.6631
C -1.8644 1.2813 4.1684
C -1.8623 4.0374 -6.1934
C -1.8311 3.4164 1.1846
C -0.7797 -3.2809 1.0660
C 6.1976 -1.2403 2.8531
C -5.3009 2.1209 1.5573
C 4.9038 -1.6916 3.1354
C -2.2266 4.0078 3.5415
C 6.8397 -0.4635 3.8029
C -1.8977 2.1188 -4.7483
C -2.4047 3.5706 4.8438
C -0.6139 -3.4278 2.4282
C -1.8370 3.7746 -1.4483
C -1.5039 -0.1414 4.5623
C 4.6713 -2.9359 -0.5040
C -5.0461 -0.4377 1.7887
C -1.9770 -3.7298 0.4291
C 2.3754 -5.1115 -3.0430
C -1.2863 3.2712 -5.2033
C 5.3564 -0.3466 -1.2554
C 2.4221 1.7513 -3.2064
C 1.1293 1.3142 -3.6029
C 4.7639 -0.5439 0.0054
H -1.3797 -4.0736 4.2290
H 1.1607 -0.6046 -4.6556
H 6.6424 -1.4901 1.8795
H -4.0125 -4.3634 0.6837
H 3.2808 1.5408 -3.8336
H 6.9829 0.1404 5.8514
H -2.7098 4.2676 5.6311
H -0.3914 3.6515 -4.6622
H 2.1719 -3.4121 -4.4363
H -3.6526 -4.5963 3.2490
H 1.4524 3.2288 -0.3695
H -0.3887 -0.2832 4.5225
H -1.9654 -0.9245 3.9460
H 0.1816 0.6999 -5.4844
H 1.1367 -5.2060 0.0631
H 4.6847 -0.6706 6.4152
H 2.9580 -5.7246 -3.7090
H -1.3877 4.9470 -6.6276
H -4.8443 2.4208 -6.4454
H -2.0042 3.8136 -2.5640
H 6.0797 -1.1387 -3.0699
H -3.3908 0.6047 -5.2245
H -2.2548 5.0458 3.3000
H 5.6087 -3.5214 -2.3323
H -2.7327 5.6323 -1.2503
H 5.5800 0.6667 -1.5904
H -2.0509 1.4194 -2.7568
H 7.8563 -0.0358 3.5807
H 1.9724 0.7587 -5.4683
H 3.5018 -2.1023 4.6706
H 3.4803 2.5876 -1.5101
H -2.4834 5.4377 1.4458
H -5.2103 -0.2416 -0.8637
H 4.3028 -3.9143 -0.1683
H 1.9648 -6.7003 -1.7027
H -1.7354 -0.3096 5.6210
H 1.1714 -2.0150 -2.7698
H -6.6044 0.6834 -0.2228
H -2.0012 -3.6784 -0.6376
H 0.3121 -3.1335 2.9367
H -1.3566 0.2624 -3.7793
H -2.0854 1.9267 6.2477
H 4.6172 0.3202 0.6594
H -5.3279 1.5834 -1.0398

=====

No. 3
12
Properties=species:S:1:pos:R:3 method="wB97M-V/def2-TZVPD" homo_ev=-10.0 smiles="C#CC(C#C)(C#N)C=O" total_energy_ha=-398.1726 gap_ev=9.5256 de_lowest_ev=5.939
O 0.1069 1.1812 2.0466
N 0.3205 1.7960 -2.1653
C 1.7331 -1.8706 -0.7015
C 0.5392 1.0323 0.9053
C 0.0952 0.8342 -1.4215
C -2.5541 -0.5313 0.9494
C -0.1115 0.1435 -0.2784
C 0.5642 -1.1898 -0.5034
C -1.4613 -0.2966 0.1029
H 1.4762 1.7128 0.3566
H -3.4321 -0.3327 1.6122
H 2.7237 -2.4789 -0.9030

=====

No. 4
57
Properties=species:S:1:pos:R:3 method="wB97M-V/def2-TZVPD" homo_ev=-2.3 total_charge=-1 total_energy_ha=-1122.2225 gap_ev=4.7054 de_lowest_ev=0.072
O -3.1194 -2.4927 0.1078
O 2.1608 1.1290 -3.2932
O 1.8810 -2.1470 0.3460
O 2.8420 2.8450 -0.8684
O -0.5014 2.6112 -2.1635
O 0.4425 0.6263 2.1360
N 0.0399 0.1709 -0.8222
N -1.3734 -1.8298 2.2671
C 3.4364 3.0180 -2.1389
C 3.1908 -2.5627 0.6701
C 1.7702 1.1824 2.0901
C 0.3278 -0.2319 3.2545
C -3.0325 -3.2985 1.2677
C 1.8073 -1.5388 -0.9278
C -1.3951 2.0988 -1.2015
C -1.0493 -0.8782 3.3305
C 2.7983 2.3680 -3.4319
C -0.3585 4.0096 -2.1462
C -4.4291 -2.1544 -0.2995
C -2.6714 -2.4764 2.5031
C 0.3553 -1.1818 -1.3001
C -1.2976 0.5957 -1.2605
Li 1.3719 1.5027 -1.4380
H -1.5975 0.2910 -2.2631
H -2.2856 -4.0537 1.0222
H 3.4460 4.1188 -2.2650
H -4.3359 -1.3642 -1.0405
H -3.9969 -3.7739 1.4878
H -1.1330 2.5524 -0.2374
H 2.2263 -2.2198 -1.6757
H 0.0846 4.4511 -1.2517
H 3.5412 2.3672 -4.2566
H 2.4601 0.4244 1.7244
H -1.9859 0.1037 -0.5652
H 0.0381 0.0748 0.1890
H 1.9418 1.5213 3.1172
H -1.3838 4.4223 -2.1603
H 2.0712 3.0705 -3.9027
H 1.1633 -0.9393 3.2726
H 0.2403 -1.2432 -2.3826
H 1.7603 2.0809 1.4738
H 3.7792 -1.6744 0.9211
H -0.3410 -1.9339 -0.9053
H 2.3566 -0.5907 -0.9263
H 0.1068 4.3481 -3.0645
H -4.8842 -3.0655 -0.7089
H 3.5992 -3.0695 -0.2137
H -2.5880 -3.1490 3.3608
H -5.0949 -1.8199 0.5048
H -1.5981 -1.2731 1.4456
H -1.1662 -1.4050 4.2830
H 4.4641 2.6255 -2.0210
H -2.4179 2.4552 -1.3958
H -3.4749 -1.7508 2.6956
H 3.1968 -3.2869 1.4829
H -1.7961 -0.0769 3.4343
H 0.4073 0.4172 4.1401

=====

No. 5
14
Properties=species:S:1:pos:R:3 method="wB97M-V/def2-TZVPD" homo_ev=-8.6 total_energy_ha=-357.8682 gap_ev=9.3828 de_lowest_ev=4.944
O 3.1210 -0.6205 0.0246
N -0.7236 0.4444 -0.2807
N 1.7116 -0.6753 -0.2157
N -0.1904 -1.1555 1.3922
C -1.0764 -0.4818 0.6679
C -1.6156 1.3132 -0.8952
C 1.1340 -1.2009 0.8354
H -1.7330 0.8961 -1.9142
H 0.1570 0.3556 -0.8066
H 1.8665 -1.4040 1.9681
H -2.1602 -0.5613 1.0510
H -2.6389 1.1176 -0.3461
H -1.4270 2.2862 -0.6898
H 3.5751 -0.3139 -0.7909

=====

No. 6
15
Properties=species:S:1:pos:R:3 method="wB97M-V/def2-TZVPD" homo_ev=-10.3 total_energy_ha=-665.7030 gap_ev=10.9638 de_lowest_ev=0.379
P -0.2299 -1.2737 -0.5495
O -1.5626 -1.5296 0.2693
O -0.0634 -2.2102 -1.6542
N -1.4552 1.2262 0.3138
C 1.1715 -0.8776 0.6076
C -0.0536 0.5562 -0.7575
C 1.1992 0.5779 0.0955
H 1.1665 1.3178 0.8944
H 2.0854 -1.4328 0.4154
H -1.7656 -0.7335 0.7885
H -1.1602 2.1862 0.4610
H 0.9226 -0.9598 1.6624
H -0.1096 1.1275 -1.6727
H 2.0771 0.7784 -0.5202
H -2.2222 1.2470 -0.3538